Entry 1:
DFT (ωB97M-V/def2-TZVPD) results for a cluster of 14 separate species, C5H37NO14 in total.

```
57
Properties=species:S:1:pos:R:3
C -2.104 2.395 0.043
N -1.234 1.283 0.389
C -0.115 1.105 1.101
C 0.516 2.346 1.728
C -0.220 2.949 2.909
C 1.968 2.105 2.187
O 0.262 -0.064 1.306
H -1.563 3.041 -0.651
H -2.151 3.005 0.949
H -3.131 2.151 -0.162
H -1.487 0.415 -0.080
H 0.646 2.992 0.861
H -0.060 2.308 3.774
H 0.198 3.895 3.265
H -1.266 3.216 2.760
H 2.502 3.061 2.226
H 2.642 1.517 1.576
H 2.063 1.747 3.202
H 1.218 -0.518 5.107
H 1.218 -0.397 3.686
O 1.791 -0.774 4.371
H 4.788 -0.603 1.017
H 3.370 -0.231 0.918
O 4.239 0.158 0.791
H 2.347 -2.768 -2.824
H 1.660 -2.972 -1.521
O 1.765 -3.390 -2.388
H -1.927 -4.720 -1.438
H -2.028 -3.288 -1.999
O -2.233 -3.859 -1.244
H -2.979 -0.085 -1.617
H -2.080 0.221 -2.785
O -2.068 -0.214 -1.918
H 0.707 -1.978 -4.568
H -0.022 -0.785 -3.877
O -0.033 -1.372 -4.592
H 0.900 -0.672 -0.270
H 2.159 -1.296 -0.291
O 1.483 -1.083 -0.944
H 0.295 1.514 -1.358
H 1.813 1.536 -1.717
O 0.999 2.034 -1.744
H -1.749 -2.220 -4.232
H -2.232 -1.753 -2.832
O -2.446 -2.344 -3.571
H 2.357 -2.866 2.527
H 1.952 -1.540 1.798
O 2.167 -2.469 1.676
H -3.876 -1.732 0.608
H -3.496 -2.236 -0.780
O -3.493 -1.443 -0.223
H -0.449 1.482 -4.900
H 0.007 2.245 -3.628
O -0.768 1.969 -4.134
H -0.950 -1.033 4.152
H -0.955 0.079 3.204
O -0.918 -0.066 4.159
```

As for the lowest unoccupied orbital energy: 0.19 eV. For the energy relative to the best compared isomer or geometry (same formula, charge and spin), the calculation gives 60.1 kcal per mole. The energy is -35941.3072 eV.

Entry 2:
DFT (ωB97M-V/def2-TZVPD) results for a cluster of 14 separate species, C5H37NO15 in total.

```
58
Properties=species:S:1:pos:R:3
C -2.291 2.029 -0.009
C -3.391 1.661 -1.011
O -2.918 1.488 -2.337
C -1.231 0.972 0.221
N -0.508 1.170 1.318
C 0.640 0.365 1.701
C 1.667 1.232 2.409
O -0.994 0.058 -0.602
H -1.790 2.912 -0.382
H -2.730 2.331 0.936
H -3.911 0.761 -0.679
H -4.093 2.492 -1.077
H -2.456 0.641 -2.392
H -0.852 1.768 2.067
H 0.330 -0.446 2.351
H 1.069 -0.067 0.817
H 1.199 1.803 3.215
H 2.460 0.620 2.833
H 2.154 1.930 1.715
H -1.599 -3.263 0.890
H -3.142 -3.294 1.008
O -2.344 -3.611 1.432
H 1.124 -3.941 2.581
H 0.716 -2.746 1.663
O 1.046 -2.980 2.561
H 0.401 -0.307 -4.124
H 1.079 1.115 -4.155
O 1.184 0.176 -4.444
H 2.133 -2.119 -2.328
H 1.823 -3.651 -2.280
O 1.509 -2.791 -1.967
H 2.321 -0.453 -3.656
H 3.649 -1.257 -3.826
O 3.086 -0.894 -3.136
H -0.233 -1.986 -2.853
H -0.899 -0.773 -2.202
O -0.758 -1.201 -3.055
H 4.946 1.527 -2.525
H 3.805 0.495 -2.298
O 4.223 1.311 -1.934
H -0.449 -2.561 3.567
H -1.898 -2.861 3.068
O -1.394 -2.422 3.791
H 2.067 2.796 -0.420
H 3.042 2.121 -1.424
O 2.430 2.890 -1.304
H -1.748 1.489 4.080
H -2.261 2.925 3.778
O -1.515 2.359 3.637
H -0.457 -1.557 -0.073
H 0.467 -2.740 -0.591
O -0.161 -2.484 0.108
H -0.135 2.676 -3.127
H 1.367 2.773 -2.727
O 0.758 2.653 -3.487
H -2.237 -0.192 5.661
H -1.979 -0.890 4.304
O -2.320 -0.052 4.715
```

As for the lowest unoccupied orbital energy: 0.14 eV. For the energy relative to the best compared isomer or geometry (same formula, charge and spin), the calculation gives 4.8 kcal per mole. The energy is -37992.1061 eV.

- Among the records above, which one has the lowest lowest unoccupied orbital energy?
  C5H37NO15